Version i
DFT (wB97M-V/def2-TZVPD) results for 3 unconnected molecules or ions with the total composition C3H7N2O3.

Geometry as XYZ:
```
15
C3H7N2O3 wB97M-V/def2-TZVPD
C 2.0809 -1.5121 4.0290
C 1.3426 1.1070 1.1643
C 1.2121 -0.3667 0.8280
N -1.9039 -1.0408 -0.8073
N 0.8949 -0.4395 -0.4231
O 1.4782 -2.4547 4.3150
O 2.9020 -0.6847 4.1121
O 1.5393 -1.2267 1.6663
H 1.7405 1.2606 2.1636
H 2.0200 1.4903 0.3348
H 0.3522 1.6921 1.1443
H -2.0716 -0.0171 -1.1283
H -1.9290 -1.0946 0.1847
H 0.8878 -1.4034 -0.7533
H -0.9299 -1.4173 -1.0708
```

Results
**Multiplicity**: 1
**Kohn-Sham gap**: 7.3916 eV
**Charge**: -1
**E_HOMO**: -3.82 eV
**M**: 119.10 g mol⁻¹

Results of the Mulliken charge analysis, in e, for atoms 1 through 6:
1. C 0.768
2. C -0.760
3. C 0.617
4. N -0.803
5. N -0.920
6. O -0.401

Version ii
DFT (wB97M-V/def2-TZVPD) results for 2 unconnected molecules or ions with the total composition C3H7N2O3.

Geometry as XYZ:
```
15
C3H7N2O3 wB97M-V/def2-TZVPD
N -3.1489 1.2680 -0.2952
C -1.8099 0.8104 -0.2590
O -1.2718 0.5524 -1.3471
O -1.3206 0.6862 0.9024
H -3.4132 1.6439 0.6034
H -3.3973 1.8914 -1.0499
C 2.1255 -0.3135 1.2774
N 1.1141 -0.5499 0.4276
C 1.4140 -1.2403 -0.8071
O 3.2937 -0.6707 1.1315
H 1.8214 0.2509 2.1691
H 0.1768 -0.1094 0.6408
H 2.3011 -1.8419 -0.6345
H 1.5639 -0.5492 -1.6356
H 0.5514 -1.8283 -1.1238
```

Results
**Multiplicity**: 1
**Kohn-Sham gap**: 8.9067 eV
**Charge**: -1
**E_HOMO**: -4.89 eV
**M**: 119.10 g mol⁻¹

Results of the Mulliken charge analysis, in e, for atoms 1 through 6:
1. N -0.543
2. C 0.653
3. O -0.728
4. O -0.869
5. H 0.216
6. H 0.222

Most stable to least stable, the ends of the list are version ii and version i.